Entry 1:
ORCA calculation (ωB97M-V/def2-TZVPD) on C3H12N2O2 as an isolated structure in a non-equilibrium geometry.

Element x y z (Å)
C (0.9170, 0.3897, 0.0611)
C (0.2303, -0.7511, -1.2702)
C (2.4077, 0.5093, -0.2511)
O (0.2826, 1.6547, -0.1875)
O (-1.0032, -0.3710, -1.5834)
H (-0.2501, 1.5609, -0.9915)
H (-1.7069, -0.1579, -0.5703)
H (0.8928, 0.3114, 1.1614)
H (0.9251, -0.6148, -2.1054)
H (0.3017, -1.7455, -0.8133)
H (2.8593, 1.3304, 0.3076)
H (2.9096, -0.4166, 0.0311)
H (2.5758, 0.6950, -1.3116)
N (-1.4654, -1.0130, 1.5183)
N (-2.3153, -0.1896, 0.6812)
H (-3.2772, -0.5218, 0.7154)
H (-1.6623, -0.8084, 2.4983)
H (-0.4311, -0.6696, 1.2101)
H (-2.1905, 0.8080, 0.8997)

Summary:
HOMO energy: -8.60 eV
lowest unoccupied orbital energy: 0.723 eV
frontier orbital gap: 9.33 eV
ΔE to the lowest compared entry with this formula, charge and spin: 95.0 kcal/mol

Entry 2:
ORCA calculation (ωB97M-V/def2-TZVPD) on C31H47NO3P2SSm as an isolated structure in a non-equilibrium geometry.

Element x y z (Å)
Sm (-0.9143, 0.3868, 0.7592)
C (-2.2970, 2.8269, 0.9560)
C (-2.4790, 2.4312, -0.4067)
C (-3.8794, 1.1487, 0.9123)
C (-3.1826, 2.0471, 1.7636)
C (-3.4548, 1.3814, -0.4293)
C (-1.4261, 3.9207, 1.4557)
H (-0.6993, 4.2342, 0.6959)
H (-0.8670, 3.5849, 2.3408)
H (-2.0000, 4.8124, 1.7564)
C (-3.4069, 2.2178, 3.2147)
H (-2.4882, 2.5547, 3.7115)
H (-3.7220, 1.2703, 3.6699)
H (-4.1942, 2.9648, 3.4086)
C (-4.9556, 0.2317, 1.3414)
H (-5.8524, 0.7832, 1.6686)
H (-4.6297, -0.3927, 2.1839)
H (-5.2522, -0.4472, 0.5327)
C (-4.0609, 0.7534, -1.6333)
H (-5.0581, 1.1774, -1.8528)
H (-4.1954, -0.3289, -1.4824)
H (-3.4379, 0.9030, -2.5252)
C (-1.8730, 3.0778, -1.6067)
H (-2.4971, 3.9050, -1.9920)
H (-1.7432, 2.3577, -2.4309)
H (-0.8850, 3.5004, -1.3739)
C (5.1523, 0.0003, -1.2243)
C (5.1243, 1.2577, -1.6659)
C (5.4812, 1.7194, -3.0623)
C (5.1272, 0.7232, -4.1835)
C (3.7847, 0.0621, -4.0123)
C (3.5922, -1.1630, -3.4757)
C (4.6273, -1.9838, -2.7509)
C (5.7046, -1.1601, -2.0145)
H (6.5639, 1.9447, -3.1166)
H (5.9402, -0.0080, -4.3187)
H (4.9680, 2.6751, -3.2755)
H (6.4860, -0.8345, -2.7229)
H (4.9960, -0.2220, -0.1622)
H (5.0541, 2.0780, -0.9413)
H (6.2112, -1.8387, -1.3044)
H (4.1223, -2.6333, -2.0096)
H (2.6753, -1.7010, -3.7178)
H (5.1220, -2.6608, -3.4733)
H (5.0876, 1.2946, -5.1271)
H (2.9694, 0.5626, -4.5371)
P (1.6135, 0.6891, -0.2065)
P (-0.9052, -1.4026, -1.5429)
C (1.9232, -0.8740, -1.0979)
C (0.8529, -1.9775, -1.2491)
H (2.8193, -1.3192, -0.6408)
H (2.2006, -0.5195, -2.1042)
H (1.0913, -2.6345, -2.1017)
H (0.7919, -2.6035, -0.3458)
C (-1.8666, -2.9561, -1.5815)
H (-2.9371, -2.6913, -1.6439)
H (-1.7053, -3.5162, -0.6427)
H (-1.5738, -3.5653, -2.4559)
C (-0.8999, -0.8022, -3.2854)
H (-0.4612, -1.5573, -3.9680)
H (-0.3217, 0.1401, -3.3473)
H (-1.9437, -0.5851, -3.5862)
C (2.5515, 0.6155, 1.3474)
H (2.2727, 1.4754, 1.9783)
H (3.6198, 0.6459, 1.1011)
H (2.2997, -0.3039, 1.9021)
C (2.1167, 2.0962, -1.1871)
H (1.4520, 2.2436, -2.0515)
H (3.1397, 1.9401, -1.5476)
H (2.0840, 3.0007, -0.5594)
O (-0.7780, 0.3417, 3.0224)
C (-1.4080, -0.7889, 3.1345)
N (-1.8116, -1.3869, 1.9890)
S (-2.5774, -2.8872, 2.2387)
O (-3.9452, -2.8058, 1.8002)
O (-1.7190, -3.9316, 1.7443)
C (-2.4960, -2.6812, 4.0016)
C (-3.1241, -3.4693, 4.9693)
C (-3.0596, -3.0568, 6.3129)
C (-2.3638, -1.8801, 6.6562)
C (-1.7297, -1.1122, 5.6814)
C (-1.8122, -1.5198, 4.3362)
H (-3.6644, -4.3733, 4.6794)
H (-3.5586, -3.6354, 7.0923)
H (-2.3264, -1.5703, 7.7082)
H (-1.1788, -0.1968, 5.9075)

Summary:
HOMO energy (spin up / spin down): -9.66 / -9.69 eV
charge: +1
lowest unoccupied orbital energy (spin up / spin down): -2.961 / -2.907 eV
frontier orbital gap (spin up / spin down): 6.70 / 6.78 eV
ΔE to the lowest compared entry with this formula, charge and spin: 31.5 kcal/mol
2S+1: 6

Entry 3:
ORCA calculation (ωB97M-V/def2-TZVPD) on C3H6AlO11S2 as an isolated structure in a non-equilibrium geometry.

Element x y z (Å)
Al (-0.5911, -1.7291, 1.1843)
S (-1.6039, -3.4772, -1.3891)
O (-2.5594, -3.1663, -0.2935)
O (-2.2718, -4.1459, -2.5254)
O (-1.0289, -2.1745, -1.7323)
O (-0.5801, -4.2387, -0.6860)
S (-0.0522, -0.0715, 3.9551)
O (1.0412, 0.1311, 3.0238)
O (-1.1529, 0.3585, 3.1711)
O (-0.0842, -1.5229, 4.0512)
O (0.1253, 0.4981, 5.3024)
C (1.0043, 2.9676, 0.7779)
O (1.0242, 2.6997, -0.5761)
C (0.5443, 1.5663, -1.0708)
O (0.0476, 0.6006, -0.4631)
O (0.7143, 1.6426, -2.4266)
C (0.5703, 0.4820, -3.2880)
H (0.0278, 3.0759, 1.2499)
H (1.4578, 3.9217, 1.0468)
H (1.5441, 2.1546, 1.2634)
H (0.8594, -0.4123, -2.7359)
H (1.3466, 0.5325, -4.0514)
H (-0.3826, 0.3075, -3.7878)

Summary:
HOMO energy (spin up / spin down): -10.50 / -10.26 eV
lowest unoccupied orbital energy (spin up / spin down): -7.059 / -7.047 eV
frontier orbital gap (spin up / spin down): 3.44 / 3.21 eV
2S+1: 2

Entry 4:
ORCA calculation (ωB97M-V/def2-TZVPD) on C25H33ClCoN4O2 as an isolated structure.

Element x y z (Å)
Co (1.1315, 0.6062, -0.4054)
C (-2.2962, 0.7812, 3.2673)
C (-1.2370, -0.3266, 3.2675)
C (-0.5419, -0.4212, 4.6307)
C (-1.8546, -1.6732, 2.8693)
C (-0.2318, -0.0048, 2.2456)
N (0.5301, 0.1413, 1.4022)
H (-3.0331, 0.5609, 4.0399)
H (-2.8071, 0.8292, 2.3056)
H (-1.8530, 1.7539, 3.4808)
H (-1.2815, -0.7053, 5.3792)
H (-0.1058, 0.5348, 4.9205)
H (0.2449, -1.1746, 4.6191)
H (-2.5883, -1.9564, 3.6250)
H (-1.0919, -2.4497, 2.8121)
H (-2.3439, -1.6113, 1.8977)
Cl (1.6921, 0.2502, -5.4775)
C (2.0898, 1.5777, -4.3510)
C (1.2412, 1.4693, -3.0858)
O (0.0485, 1.7249, -3.1159)
O (1.9234, 1.1615, -2.0370)
H (1.8617, 2.5088, -4.8637)
H (3.1486, 1.5051, -4.1234)
C (-3.3973, -3.9377, -0.5959)
C (-2.6788, -2.6147, -0.6807)
C (-3.4003, -1.4250, -0.6399)
C (-2.7213, -0.2164, -0.7892)
C (-3.4697, 1.0877, -0.8774)
C (-1.3474, -0.2243, -0.9143)
C (-0.5554, -1.4053, -0.8847)
C (-1.2972, -2.6112, -0.8128)
N (0.7838, -1.2014, -0.9190)
C (1.8987, -2.1450, -0.9523)
C (2.6536, -1.9635, -2.2774)
C (1.5557, -3.6298, -0.8107)
C (2.8516, -1.7899, 0.1986)
H (-4.4724, -3.7964, -0.4937)
H (-3.0498, -4.5240, 0.2572)
H (-3.2195, -4.5333, -1.4929)
H (-4.4798, -1.4408, -0.5506)
H (-4.5464, 0.9277, -0.8330)
H (-3.2395, 1.5960, -1.8152)
H (-3.1970, 1.7662, -0.0641)
H (-0.8749, 0.7236, -1.1876)
H (-0.8108, -3.5694, -0.8705)
H (1.9728, -2.1073, -3.1170)
H (3.4695, -2.6857, -2.3601)
H (3.0670, -0.9587, -2.3546)
H (1.0023, -4.0008, -1.6722)
H (0.9932, -3.8363, 0.0993)
H (2.4922, -4.1880, -0.7575)
H (3.1515, -0.7354, 0.1457)
H (3.7629, -2.3865, 0.1405)
H (2.3780, -1.9627, 1.1665)
N (2.7357, 7.6784, 0.6139)
C (2.4385, 6.5754, 0.4955)
C (2.0612, 5.1934, 0.3585)
C (1.0257, 4.8287, -0.4956)
C (0.6955, 3.4904, -0.5911)
N (1.3261, 2.5467, 0.1145)
C (2.3207, 2.9008, 0.9331)
C (2.7255, 4.2120, 1.0876)
H (0.4968, 5.5663, -1.0805)
H (-0.0843, 3.1489, -1.2618)
H (2.8001, 2.1018, 1.4849)
H (3.5374, 4.4636, 1.7535)

Summary:
HOMO energy (spin up / spin down): -6.43 / -6.44 eV
lowest unoccupied orbital energy (spin up / spin down): -0.967 / -0.957 eV
frontier orbital gap (spin up / spin down): 5.46 / 5.48 eV
ΔE to the lowest compared entry with this formula, charge and spin: 1.2 kcal/mol
2S+1: 2